Entry 1:
DFT (ωB97M-V with the def2-TZVPD basis set) results for one molecule with the formula C6H13N in a non-equilibrium geometry.

As for the total charge: 0. As for the structure (SMILES): C=C(C)C[C@H](C)N. For the LUMO energy, the calculation gives 0.991 eV. Its frontier orbital gap is 10.4 eV. As for the spin multiplicity: 1.

```
20
Properties=species:S:1:pos:R:3:forces:R:3:nbo_charge:R:1
C 1.427 -1.045 1.188 -0.461 -1.076 0.351 -0.416
C 1.291 -0.355 0.068 0.465 -1.223 -0.250 0.030
C 2.434 0.292 -0.656 -1.122 1.111 -0.879 -0.651
C -0.030 -0.394 -0.692 -0.095 1.141 0.379 -0.452
C -1.266 -0.010 0.128 -0.572 -0.056 -0.177 -0.039
C -2.528 -0.035 -0.765 0.612 -0.831 0.654 -0.612
N -1.149 1.308 0.800 0.204 -0.648 -0.408 -0.832
H 0.558 -1.577 1.567 -0.101 0.146 0.072 0.182
H 2.327 -1.373 1.699 0.263 0.780 -0.172 0.202
H 2.152 0.343 -1.709 0.286 -0.478 -0.255 0.210
H 3.415 -0.145 -0.583 0.223 -0.075 0.454 0.226
H 2.416 1.372 -0.454 0.498 -0.129 0.490 0.220
H -0.253 -1.356 -1.144 0.420 -0.290 -0.060 0.226
H 0.094 0.318 -1.518 -0.412 -0.019 -0.032 0.192
H -1.434 -0.790 0.875 0.151 0.207 0.235 0.179
H -2.291 0.401 -1.733 -0.528 0.450 0.029 0.201
H -2.865 -1.062 -0.931 0.307 -0.108 -0.205 0.200
H -3.332 0.394 -0.179 -0.149 0.674 -0.423 0.225
H -0.415 1.803 0.302 -0.084 0.330 0.202 0.345
H -0.802 1.164 1.740 0.095 0.094 -0.005 0.363
```
Forces are in eV/Å.

=====

Entry 2:
DFT (ωB97M-V with the def2-TZVPD basis set) results for one molecule with the formula C5H4N2S in a non-equilibrium geometry.

As for the total charge: 0. As for the structure (SMILES): C#Cc1[nH]cnc1S. For the LUMO energy, the calculation gives 0.740 eV. Its frontier orbital gap is 8.8 eV. As for the spin multiplicity: 1.

```
12
Properties=species:S:1:pos:R:3:forces:R:3:nbo_charge:R:1
C 3.024 0.297 -0.003 1.489 1.410 -0.123 -0.204
C 1.881 -0.056 0.000 -0.743 -0.115 -0.044 -0.061
C 0.533 -0.489 -0.011 -0.324 1.224 0.157 -0.051
N 0.199 -1.799 -0.009 -0.938 -1.273 0.352 -0.483
C -1.155 -1.849 0.027 -0.495 -0.949 -0.579 0.178
N -1.745 -0.663 -0.022 0.733 -0.912 0.433 -0.452
C -0.703 0.187 0.004 1.817 0.832 -0.297 0.007
S -0.890 1.943 -0.007 0.634 -0.097 0.166 0.042
H 3.976 0.846 -0.057 -0.950 -0.970 0.117 0.249
H 0.819 -2.607 0.072 -0.341 0.679 -0.109 0.433
H -1.656 -2.812 -0.003 -0.049 0.322 0.093 0.199
H 0.442 2.188 0.229 -0.832 -0.153 -0.168 0.143
```
Forces are in eV/Å.

=====

Entry 3:
DFT (ωB97M-V with the def2-TZVPD basis set) results for C42H45N3O11PPt as an isolated structure.

As for the total charge: -1. For the LUMO energy, the calculation gives 1.573 eV. Its frontier orbital gap is 5.4 eV. As for the spin multiplicity: 1.

```
103
Properties=species:S:1:pos:R:3:forces:R:3:mulliken_charge:R:1
Pt 0.051 0.530 -1.603 0.046 0.282 -0.596 1.290
C 3.679 1.149 -0.356 -0.027 -0.068 0.039 -0.104
O 3.470 0.729 -1.716 -0.031 0.158 0.002 -0.557
P 2.110 0.152 -2.290 -0.076 -0.341 -0.071 1.098
O 2.314 0.486 -3.841 0.070 -0.057 -0.030 -0.370
C 2.370 1.831 -4.332 0.016 0.038 0.026 -0.653
O 2.358 -1.433 -2.335 -0.084 0.086 0.007 -0.073
C 3.490 -1.984 -3.006 0.061 -0.012 0.009 -0.871
H 4.617 1.698 -0.356 -0.029 0.039 -0.007 0.340
H 3.758 0.279 0.290 0.030 0.036 -0.044 -0.067
H 2.871 1.798 -0.037 -0.031 0.012 0.010 0.069
H 2.770 1.770 -5.341 -0.004 -0.001 0.000 0.376
H 3.022 2.439 -3.706 -0.018 0.002 0.003 0.279
H 1.370 2.261 -4.350 0.002 0.002 0.000 0.206
H 3.586 -3.012 -2.664 -0.009 0.004 0.002 0.215
H 4.397 -1.431 -2.761 -0.006 0.001 0.010 0.285
H 3.333 -1.966 -4.084 -0.004 0.010 0.003 0.291
O -3.885 4.518 -1.015 0.017 -0.018 0.006 -0.499
C -2.843 4.182 -0.201 0.081 0.056 -0.062 0.703
C -2.375 5.127 0.713 0.011 -0.005 -0.012 -0.601
C -1.321 4.840 1.561 0.003 0.004 -0.010 -1.041
C -0.728 3.588 1.515 0.002 -0.014 0.011 -0.812
C -1.189 2.656 0.600 -0.038 -0.104 0.171 1.027
C -2.226 2.926 -0.290 -0.026 -0.031 0.031 0.669
C -2.642 1.892 -1.314 -0.036 0.061 -0.222 -0.174
O -3.597 2.092 -2.042 0.001 -0.031 0.082 -0.758
O -1.959 0.774 -1.366 0.102 -0.138 0.194 -0.655
H -4.159 5.409 -0.770 0.011 0.009 -0.027 0.316
H -2.850 6.104 0.742 -0.002 -0.001 0.007 0.239
H -0.977 5.591 2.262 0.004 -0.003 -0.004 0.398
H 0.073 3.319 2.191 -0.005 0.007 -0.001 0.447
H -0.750 1.666 0.626 -0.026 -0.033 0.008 -0.264
O 1.983 3.287 -1.429 -0.010 -0.003 0.084 -0.770
C 0.851 3.420 -1.876 0.092 -0.100 -0.097 0.319
O 0.058 2.457 -2.217 -0.196 0.043 0.157 -1.036
C 0.284 4.788 -2.128 -0.004 -0.019 0.015 0.646
C -0.932 4.955 -2.775 -0.016 -0.008 0.011 -0.475
C -1.474 6.226 -2.985 -0.021 -0.021 0.021 -1.354
C -0.753 7.289 -2.506 -0.027 0.028 0.039 1.092
O -1.063 8.626 -2.572 0.033 -0.006 -0.052 -0.531
C -0.066 9.291 -1.802 -0.009 -0.004 0.014 -0.268
O 0.961 8.358 -1.500 0.022 -0.006 -0.056 -0.518
C 0.459 7.124 -1.859 -0.018 0.004 0.039 0.997
C 1.013 5.891 -1.658 0.002 0.006 -0.012 -1.111
H -1.482 4.081 -3.096 -0.006 -0.014 0.021 0.429
H -2.426 6.359 -3.478 -0.005 0.005 -0.004 0.460
H -0.513 9.659 -0.872 -0.004 -0.014 0.004 0.259
H 0.352 10.111 -2.387 -0.008 0.012 0.018 0.241
H 1.956 5.743 -1.153 -0.006 -0.008 0.007 0.491
C -2.855 -1.502 1.592 -0.023 -0.017 0.014 -0.976
C -2.767 -1.013 3.038 0.038 0.030 0.006 0.615
C -3.241 0.439 3.140 -0.010 0.015 -0.010 -1.405
C -1.409 -1.182 3.700 -0.003 -0.010 0.003 0.274
C -1.377 -1.743 4.968 0.009 -0.046 -0.026 -0.839
C -0.199 -1.897 5.689 -0.016 -0.001 0.008 -1.263
C 0.981 -1.478 5.093 0.028 -0.035 -0.045 -0.773
C 1.009 -0.913 3.825 -0.006 0.056 0.028 0.381
C 2.345 -0.484 3.258 -0.004 0.020 0.003 0.508
C 2.417 1.024 3.001 0.031 0.014 -0.029 -1.261
C 2.732 -1.279 2.007 0.023 -0.054 0.023 -0.928
C -0.200 -0.704 3.090 -0.236 -0.035 -0.097 0.200
O -0.210 -0.131 1.928 0.212 0.009 0.319 -0.172
H -3.890 -1.447 1.242 -0.005 -0.021 0.011 0.504
H -2.526 -2.542 1.509 0.020 0.020 -0.007 0.220
H -2.246 -0.884 0.935 0.007 0.020 -0.010 -0.243
H -3.457 -1.631 3.625 -0.034 0.035 -0.006 0.550
H -2.513 1.101 2.674 0.066 0.054 -0.071 0.101
H -3.354 0.738 4.185 0.013 -0.001 -0.005 0.377
H -4.200 0.579 2.633 -0.004 -0.007 0.013 0.419
H -2.317 -2.069 5.407 0.002 -0.002 0.006 0.341
H -0.203 -2.325 6.684 0.001 -0.015 -0.005 0.343
H 1.921 -1.591 5.627 0.000 -0.005 0.004 0.329
H 3.092 -0.725 4.024 -0.025 0.019 0.032 0.719
H 1.798 1.287 2.142 -0.034 -0.005 0.022 -0.248
H 3.447 1.347 2.817 0.000 -0.014 -0.044 0.419
H 2.040 1.574 3.865 0.031 0.004 0.011 0.388
H 2.166 -0.930 1.143 -0.025 -0.030 0.024 -0.298
H 2.527 -2.343 2.147 0.003 0.001 0.006 0.290
H 3.800 -1.176 1.788 -0.007 0.008 0.013 0.515
N -0.297 -6.360 0.154 -0.006 -0.003 -0.009 0.150
C -0.406 -7.701 -0.140 0.003 0.010 0.008 0.647
C -0.359 -8.846 0.648 0.007 -0.005 -0.002 -1.016
C -0.506 -10.054 -0.005 -0.004 -0.001 0.004 -0.397
C -0.691 -10.120 -1.396 -0.003 0.005 -0.002 -0.459
C -0.736 -8.978 -2.170 0.005 -0.008 0.002 -0.718
C -0.593 -7.748 -1.529 0.000 0.006 -0.011 0.479
N -0.602 -6.468 -2.053 0.015 -0.006 -0.003 -0.743
C -0.427 -5.679 -1.029 0.009 0.005 0.013 0.057
C -0.370 -4.213 -1.102 -0.027 -0.023 0.025 1.024
C -0.055 -3.433 -0.002 -0.035 -0.007 -0.005 -0.571
C -0.023 -2.055 -0.124 -0.011 0.174 -0.060 0.436
N -0.290 -1.458 -1.286 0.361 0.025 -0.087 0.392
C -0.615 -2.201 -2.356 -0.166 -0.002 0.022 -0.566
C -0.664 -3.574 -2.305 -0.048 0.043 0.014 -0.884
H -0.199 -5.950 1.065 -0.009 0.004 0.007 0.154
H -0.214 -8.797 1.719 -0.007 0.002 0.001 0.387
H -0.479 -10.972 0.567 0.004 0.001 0.001 0.378
H -0.802 -11.089 -1.865 0.001 0.000 -0.001 0.373
H -0.878 -9.021 -3.242 -0.006 0.000 0.000 0.424
H 0.173 -3.851 0.970 0.003 0.004 0.006 0.359
H 0.161 -1.368 0.708 -0.012 -0.063 0.152 -0.632
H -0.853 -1.655 -3.257 0.057 -0.008 -0.017 0.491
H -0.930 -4.150 -3.178 -0.007 -0.005 0.005 0.529
```
Forces are in eV/Å.

=====

Entry 4:
DFT (ωB97M-V with the def2-TZVPD basis set) results for C28H33N7O8SV as an isolated structure in a non-equilibrium geometry.

As for the total charge: 0. For the LUMO energy (alpha / beta), the calculation gives -0.090 / -0.143 eV. Its frontier orbital gap (alpha / beta) is 6.2 / 7.7 eV. As for the spin multiplicity: 4.

```
78
Properties=species:S:1:pos:R:3:forces:R:3:lowdin_spin:R:1
V 0.194 -0.604 1.483 -0.726 -0.503 -2.769 2.556
O -0.098 -1.979 2.752 -1.889 -0.299 2.349 0.021
C -1.226 -1.950 3.342 0.541 -1.515 -0.585 0.097
C -2.516 -1.649 2.804 -0.246 1.286 -0.407 0.011
C -3.629 -2.002 3.562 -1.413 0.410 -0.423 0.017
C -4.906 -1.551 3.230 0.636 -1.042 1.356 0.002
C -5.159 -0.796 2.082 -0.202 0.135 0.363 0.018
C -4.097 -0.383 1.339 -0.303 -0.738 -0.609 -0.003
C -2.758 -0.787 1.642 2.028 0.521 -0.310 0.025
O -1.769 -0.339 0.943 -1.565 -0.555 0.922 0.013
N -6.000 -1.935 4.158 -0.772 -0.118 -0.858 0.000
O -7.163 -1.603 3.833 2.016 -0.591 0.898 0.000
O -5.695 -2.589 5.158 -0.761 0.788 -0.872 -0.001
H -1.215 -2.331 4.371 -0.177 -0.080 -0.043 0.004
H -3.570 -2.712 4.356 0.271 -0.071 0.733 0.001
H -6.201 -0.580 1.864 0.284 0.194 -0.170 0.001
H -4.275 0.111 0.395 0.221 0.341 0.060 0.000
C 0.281 -4.111 -1.083 0.861 1.197 -0.604 0.002
C 0.843 -2.799 -0.592 -1.741 0.682 1.223 0.014
O 0.072 -1.978 -0.022 1.638 -2.076 -1.580 0.024
N 2.141 -2.547 -0.803 -0.234 -0.730 -0.070 0.007
C 2.708 -1.292 -0.462 -0.374 1.899 0.483 0.007
C 3.106 -1.152 1.008 -0.424 0.203 -0.858 0.025
C 4.435 -1.137 1.313 1.054 -0.438 0.642 -0.003
C 4.794 -1.027 2.652 0.472 0.711 0.175 0.029
C 3.827 -0.826 3.619 -0.031 -0.627 0.747 -0.002
C 2.506 -0.923 3.231 -0.719 0.804 0.629 0.032
N 2.160 -1.014 1.949 0.536 -0.085 -0.387 0.013
H -0.332 -3.809 -1.932 -0.073 -0.335 -0.177 0.001
H -0.353 -4.541 -0.343 -0.335 -0.367 0.559 0.000
H 1.095 -4.761 -1.398 -0.245 -0.275 -0.071 0.000
H 2.752 -3.285 -1.101 -0.087 -0.186 -0.124 0.000
H 1.948 -0.520 -0.736 0.642 -0.365 0.342 0.002
H 3.600 -1.099 -1.057 -0.075 -0.168 -0.096 0.000
H 5.205 -1.241 0.544 -0.337 0.020 0.227 -0.001
H 5.834 -1.004 2.944 0.118 -0.033 -0.078 0.002
H 4.056 -0.668 4.685 0.041 -0.169 -0.733 -0.001
H 1.661 -0.820 3.958 0.922 -0.111 -0.782 0.003
C -1.185 -1.258 -3.956 1.046 -0.028 -0.625 0.000
N -1.693 -0.866 -5.288 0.951 -0.155 0.278 0.000
C -3.123 -0.716 -5.152 -0.656 0.118 0.179 0.000
N -3.459 0.300 -4.139 0.048 -0.384 -0.618 0.000
C -2.870 -0.111 -2.863 -0.462 0.336 0.433 0.000
N -1.402 -0.258 -2.914 -1.647 -1.355 -0.182 0.000
C -0.851 0.991 -3.316 0.950 1.213 -0.266 0.000
N -1.362 1.470 -4.641 -0.373 -0.335 0.550 0.000
C -1.082 0.411 -5.631 0.063 0.670 0.066 0.000
C -2.835 1.579 -4.535 0.606 -0.462 0.574 0.000
H -0.101 -1.424 -4.012 -0.057 -0.003 -0.247 0.000
H -1.648 -2.217 -3.751 -0.185 -0.056 0.588 0.000
H -3.531 -1.714 -4.882 -0.012 0.674 0.006 0.000
H -3.588 -0.386 -6.083 0.186 -0.166 -0.188 0.000
H -3.327 -1.061 -2.548 0.199 0.242 -0.080 0.000
H -3.156 0.669 -2.158 0.265 -0.106 0.365 0.000
H 0.252 0.891 -3.385 -0.450 0.071 -0.071 0.000
H -1.056 1.727 -2.508 0.005 -0.235 -0.655 0.000
H 0.004 0.336 -5.697 0.029 -0.368 -0.006 0.000
H -1.440 0.728 -6.612 -0.124 0.063 0.021 0.000
H -3.210 1.983 -5.470 -0.301 -0.274 -0.208 0.000
H -3.076 2.268 -3.740 0.008 0.488 0.200 0.000
C 5.381 4.853 1.990 0.970 -0.384 -1.558 0.000
C 4.134 4.037 1.900 -0.165 1.122 -1.366 0.000
C 3.413 3.606 2.992 0.832 -0.600 1.270 0.000
C 2.209 2.958 2.803 -0.654 -0.529 -0.301 0.001
C 1.688 2.866 1.510 0.300 -0.363 -0.273 0.002
C 2.404 3.257 0.385 0.769 0.933 1.040 0.000
C 3.631 3.890 0.594 -1.183 -0.847 0.858 0.000
S 0.211 1.972 1.187 -2.716 -1.201 3.008 0.008
O -0.988 2.762 1.017 1.658 0.256 -0.442 0.000
O 0.059 1.108 2.470 0.623 2.069 -0.704 0.047
O 0.494 0.992 0.120 0.574 0.774 -0.440 0.022
H 5.167 5.895 1.691 0.087 -0.309 0.578 0.000
H 6.095 4.494 1.171 -0.651 0.378 1.318 0.000
H 5.837 4.766 2.964 0.301 0.291 0.184 0.000
H 3.877 3.651 4.018 -0.641 0.098 -1.177 0.000
H 1.707 2.404 3.597 -0.029 0.548 -0.132 0.000
H 1.994 3.100 -0.585 -0.150 -0.026 -0.587 0.000
H 4.176 4.285 -0.231 0.435 0.126 -0.491 0.000
```
Forces are in eV/Å.

=====

The records above yield energy above the lowest of the compared OMol25 structures with the same formula, charge and spin values of 20.0; 34.3; 0.0; 19.5 kcal per mole, respectively.
The records above yield electronic energy values of -291.12682; -700.56123; -3080.27758; -3414.14729 Ha, respectively.